# 1
This record from OMol25 describes the molecule C5H8N2O at a distorted geometry. The level of theory is ωB97M-V/def2-TZVPD.

As for the highest occupied orbital energy: -9.4 eV. The value obtained for the total energy is -379.85947 Ha. Its energy above the lowest of the compared OMol25 structures with the same formula, charge and spin is 143.5 kcal/mol. Its total charge is 0. The SMILES is O=C(N1CC1)N1CC1. The calculation puts the orbital gap at 10.30 eV.

Each line ends with the natural charge from an NBO analysis.
Positions of all 16 atoms, in Å:
O (0.0943, 2.1486, -0.1346)  -0.568
N (-1.1367, 0.4700, -0.6706)  -0.504
N (1.1440, 0.1718, -0.8089)  -0.435
C (-1.7513, -0.9511, -0.3893)  -0.284
C (-2.0323, 0.5176, 0.3553)  -0.185
C (2.3681, 0.2201, -0.0088)  -0.236
C (0.1367, 1.0527, -0.5817)  0.794
C (1.2566, -0.7630, 0.2430)  -0.244
H (0.5238, -0.6909, 0.9778)  0.208
H (2.4394, 0.8759, 0.9183)  0.222
H (-1.5724, 0.3497, 1.5760)  0.151
H (3.1226, -0.0580, -0.5861)  0.204
H (-2.3992, -1.3903, -1.2902)  0.228
H (1.6766, -1.6570, -0.0526)  0.202
H (-2.9479, 1.4126, 0.4412)  0.235
H (-0.9223, -1.7088, 0.0110)  0.211

# 2
This record from OMol25 describes a structure of composition C38H36N8O4SeSr. The level of theory is ωB97M-V/def2-TZVPD.

As for the highest occupied orbital energy: -7.1 eV. The value obtained for the total energy is -4641.02955 Ha. Its energy above the lowest of the compared OMol25 structures with the same formula, charge and spin is 13.3 kcal/mol. Its total charge is 0. The calculation puts the orbital gap at 6.91 eV.

Each line ends with the Löwdin charge.
Positions of all 88 atoms, in Å:
Sr (0.1020, 0.4877, 1.1545)  1.536
Se (-3.0239, -2.4236, 3.6660)  0.708
O (0.1407, 0.0959, 3.4990)  -0.296
O (0.7722, 2.7050, -4.2966)  0.039
O (-1.0467, 1.9326, -0.5487)  -0.161
O (-1.7746, -1.2262, 0.8800)  -0.246
N (-1.4314, -4.7174, 2.9889)  -0.064
N (1.0207, 2.7190, 2.1555)  -0.007
N (-0.5466, -3.4699, 4.5339)  0.132
N (1.4564, -1.7837, 0.4257)  0.046
N (0.4491, 1.2243, -2.1705)  0.030
N (-2.4648, -0.5667, -3.1285)  0.117
N (0.7349, 0.1961, -1.3397)  -0.082
N (0.5166, 4.3200, 3.5622)  0.100
C (0.3371, -4.5169, 4.3419)  -0.185
C (-0.6545, 3.3245, -2.4381)  -0.095
C (0.9291, 3.9114, 1.4713)  -0.141
C (-2.3562, -5.2405, 2.0075)  -0.025
C (0.6172, 4.9154, 2.3277)  -0.082
C (1.0470, 0.6260, 6.9624)  -0.102
C (0.8407, 2.1156, 4.6053)  -0.093
C (1.9238, -4.0979, 0.8067)  -0.049
C (-0.4069, 4.7207, -4.4007)  -0.022
C (-1.5327, 4.2772, -1.9173)  -0.040
C (-1.9881, -0.2229, -4.3260)  -0.142
C (-3.6191, 1.5171, -3.0639)  -0.027
C (1.6468, -2.8131, 1.2454)  -0.114
C (1.5063, -2.0008, -0.8995)  -0.266
C (1.7800, -3.2625, -1.4240)  -0.017
C (0.6526, 0.0270, 5.7900)  -0.030
C (-0.2436, -5.3296, 3.3680)  -0.174
C (-1.2779, 5.6437, -3.8600)  -0.091
C (-2.1811, -1.8842, -0.3233)  -0.246
C (1.5604, -4.8283, 4.9108)  -0.002
C (0.7728, 2.9917, 3.4300)  -0.282
C (-1.8479, 5.4306, -2.6065)  -0.097
C (-0.0782, 3.5551, -3.7024)  -0.287
C (0.5256, 0.7251, 4.5606)  -0.395
C (-3.6042, -1.5301, -0.7263)  -0.170
C (-1.6220, -3.5881, 3.7189)  -0.744
C (0.3584, -6.5068, 2.9544)  -0.021
C (-0.4252, 2.0923, -1.6306)  -0.465
C (1.2558, 2.6963, 5.8100)  -0.065
C (1.2194, -0.8817, -1.8143)  -0.094
C (1.3577, 1.9846, 6.9872)  -0.117
C (1.5811, -6.8252, 3.5290)  -0.096
C (-2.2750, 0.9736, -4.9542)  -0.070
C (-3.1162, 1.8642, -4.3017)  -0.066
C (1.9928, -4.3210, -0.5592)  -0.051
C (-3.7677, -0.0643, -1.1179)  -0.132
C (-3.2616, 0.2939, -2.4968)  -0.277
C (2.1745, -5.9967, 4.4831)  -0.086
H (1.3782, -1.0248, -2.8831)  0.126
H (-0.1015, -7.1506, 2.2167)  0.113
H (0.2520, 4.7692, 4.4201)  0.149
H (0.4228, -1.0293, 5.7592)  0.076
H (-1.5146, 6.5414, -4.4181)  0.101
H (2.0843, -7.7355, 3.2320)  0.105
H (1.1246, 0.0356, 7.8681)  0.099
H (-1.4917, -1.5575, -1.0975)  0.089
H (-2.9831, -4.4241, 1.6577)  0.049
H (1.5880, -2.5873, 2.3062)  0.114
H (-2.0667, -2.9669, -0.1971)  0.111
H (-1.7928, -5.6560, 1.1731)  0.094
H (-4.2688, -1.7599, 0.1122)  0.112
H (-1.8356, 1.2082, -5.9138)  0.104
H (-3.3561, 2.8232, -4.7440)  0.111
H (1.6903, 2.4674, 7.8956)  0.092
H (1.5491, 3.7406, 5.8184)  0.103
H (2.0930, -4.8886, 1.5226)  0.088
H (-1.9686, 4.0690, -0.9488)  0.114
H (-3.8980, -2.1723, -1.5597)  0.115
H (1.8149, -3.3997, -2.4966)  0.114
H (-4.2664, 2.1920, -2.5178)  0.118
H (3.1307, -6.2754, 4.9048)  0.105
H (-0.4401, -2.6750, 5.1408)  0.121
H (-2.9918, -6.0106, 2.4457)  0.103
H (-3.2350, 0.5638, -0.3969)  0.108
H (-2.2467, -1.5899, 1.6519)  -0.065
H (0.4503, 5.9667, 2.1767)  0.109
H (0.8973, 1.9454, -3.6611)  0.066
H (2.0162, -4.1907, 5.6562)  0.118
H (0.0456, 4.8735, -5.3720)  0.114
H (-4.8187, 0.2269, -1.0545)  0.118
H (2.2107, -5.3085, -0.9460)  0.111
H (-1.3331, -0.9461, -4.8016)  0.102
H (1.0772, 3.9652, 0.4053)  0.103
H (-2.5304, 6.1548, -2.1820)  0.095

# 3
This record from OMol25 describes a structure of composition C19H42NO2P3SeTb at a distorted geometry. The level of theory is ωB97M-V/def2-TZVPD.

As for the highest occupied orbital energy (spin up / spin down): -16.9 / -16.9 eV. The value obtained for the total energy is -5203.36572 Ha. Its spin multiplicity is 7. Its total charge is +3. The calculation puts the orbital gap (spin up / spin down) at 5.52 / 5.70 eV.

Each line ends with the Löwdin spin population.
Positions of all 69 atoms, in Å:
Tb (1.0736, 0.1727, -0.5595)  6.191
Se (1.9515, 0.7580, -2.8068)  -0.075
P (1.5609, -2.6446, -0.6554)  -0.031
P (-1.4164, -0.6723, -1.8462)  -0.017
P (-0.9626, -0.6383, 1.5245)  -0.016
O (1.6737, 1.5433, 1.3041)  -0.013
O (3.1709, 0.1215, 0.4729)  -0.012
N (2.7590, 2.0161, 3.4846)  0.000
C (2.5735, 2.0637, -5.2858)  -0.006
C (-2.1885, 3.9271, -0.0450)  0.000
C (1.4773, 3.5512, -3.7134)  -0.003
C (-1.4927, 4.4324, -1.0792)  0.000
C (1.9865, 2.2780, -4.0239)  -0.009
C (2.1536, 4.3727, -5.9006)  -0.007
C (2.6536, 3.1007, -6.2174)  0.000
C (3.6977, 1.3799, 2.4940)  0.000
C (-2.6135, 0.1651, 1.5796)  -0.002
C (-1.3711, -2.3815, 1.9295)  -0.003
C (-2.5433, -2.0765, -1.4984)  -0.004
C (-2.5993, 0.7174, -2.0376)  -0.001
C (2.8266, 0.9932, 1.3405)  0.000
C (-0.3219, -0.1003, 3.1559)  0.000
C (-1.0020, -1.0163, -3.6016)  0.000
C (0.5523, -4.1602, -0.8373)  -0.007
C (2.7652, -2.8767, -2.0251)  0.000
C (2.6159, -3.0999, 0.7715)  -0.002
C (1.5663, 4.5921, -4.6478)  0.000
H (1.5257, 1.7774, -1.2077)  0.024
H (-3.1527, -2.2697, -2.3924)  -0.001
H (4.1863, 0.5107, 2.9369)  0.000
H (-0.2336, 0.9935, 3.1934)  0.000
H (-1.8755, 4.4040, -2.1062)  0.000
H (-3.3022, -0.2669, 0.8442)  0.000
H (3.2602, 2.4189, 4.2800)  0.000
H (2.2279, -2.9906, -2.9756)  0.000
H (1.1762, 5.5820, -4.4012)  0.000
H (-1.9164, -2.4153, 2.8832)  -0.001
H (2.9668, 1.0758, -5.5263)  0.000
H (-0.3353, -0.2306, -3.9878)  -0.001
H (-0.5078, 4.8896, -0.9316)  0.000
H (3.2535, -2.2461, 1.0406)  0.000
H (2.2242, 5.1841, -6.6276)  0.000
H (-1.7941, 3.9537, 0.9779)  0.000
H (1.0208, 3.7169, -2.7374)  0.000
H (-0.4469, -2.9665, 2.0274)  0.000
H (-1.9896, -2.8326, 1.1446)  0.000
H (-3.2108, -1.8559, -0.6571)  0.000
H (3.4175, -1.9957, -2.1017)  0.000
H (-3.1039, 0.6230, -3.0080)  0.000
H (-3.0419, 0.0437, 2.5844)  0.000
H (-3.1957, 3.5149, -0.1737)  0.000
H (-0.4791, -1.9782, -3.6834)  0.000
H (-3.3440, 0.7035, -1.2331)  0.000
H (3.1085, 2.9160, -7.1912)  0.000
H (-1.9664, -2.9805, -1.2650)  0.000
H (-0.0294, -4.1132, -1.7669)  0.000
H (-1.9327, -1.0483, -4.1841)  0.000
H (3.2422, -3.9580, 0.4923)  -0.001
H (-1.0276, -0.4268, 3.9331)  0.000
H (-2.5036, 1.2364, 1.3658)  0.000
H (0.6539, -0.5627, 3.3562)  0.000
H (3.3666, -3.7740, -1.8261)  0.000
H (2.2081, 2.7486, 3.0077)  0.000
H (-0.1394, -4.2638, 0.0088)  0.000
H (1.2126, -5.0389, -0.8724)  -0.001
H (-2.0702, 1.6784, -1.9981)  0.000
H (2.0844, 1.3283, 3.8608)  0.000
H (1.9903, -3.3611, 1.6344)  0.000
H (4.4448, 2.1134, 2.1817)  0.000

# 4
This record from OMol25 describes a structure of composition C37H55CsGeN2OP2SeSi2. The level of theory is ωB97M-V/def2-TZVPD.

As for the highest occupied orbital energy: -1.4 eV. The value obtained for the total energy is -7387.93682 Ha. Its energy above the lowest of the compared OMol25 structures with the same formula, charge and spin is 0.0 kcal/mol. Its total charge is -2. The calculation puts the orbital gap at 5.12 eV.

Each line ends with the natural charge from an NBO analysis.
Positions of all 102 atoms, in Å:
Cs (1.8226, -0.9638, -0.2390)  0.936
Se (3.8963, -1.0091, -2.9086)  0.335
Ge (3.2551, -2.1500, -5.8519)  1.619
P (-1.7462, -0.7645, 0.6719)  1.871
P (-0.0894, 1.7010, 1.7288)  1.872
Si (-2.0898, -3.2134, -1.1238)  1.852
Si (2.5831, 3.1149, 2.1792)  1.849
O (4.3972, -1.8555, -0.3342)  -1.006
N (1.4160, 2.1429, 1.4901)  -1.624
N (-1.3480, -2.0364, -0.2045)  -1.638
C (-0.5848, 0.3133, 1.0338)  -1.679
C (-0.7929, -4.4761, -1.6735)  -1.116
C (-2.1336, -2.5818, 2.7635)  -0.236
C (-3.3802, -2.1848, 4.7801)  -0.265
C (4.0859, 3.1865, 1.0390)  -1.120
C (-2.9086, -2.5516, -2.6969)  -1.132
C (2.0698, 4.9227, 2.4674)  -1.129
C (-0.8451, 2.8550, 5.6383)  -0.183
C (-5.2616, 1.2546, -1.5975)  -0.262
C (-2.9301, 1.0950, -1.0412)  -0.202
C (1.3216, -2.2486, -5.5975)  -1.091
C (-0.8221, 1.6418, 6.3149)  -0.261
C (-0.4279, 1.7095, 3.5512)  -0.346
C (-4.5014, -0.3886, -0.0195)  -0.244
C (-3.3655, -0.5515, 3.0178)  -0.213
C (4.0530, -3.8288, -5.2414)  -1.101
C (5.6202, -1.9142, -2.9494)  -0.797
C (-0.7478, 3.9264, 0.1594)  -0.153
C (3.1790, 2.4995, 3.8674)  -1.131
C (5.1577, -1.0050, 0.4157)  -0.220
C (-3.7931, -0.9614, 4.2691)  -0.215
C (-0.6065, 0.4657, 5.6097)  -0.212
C (-2.5249, 3.1890, 1.5773)  -0.206
C (-1.5926, 4.8550, -0.4240)  -0.250
C (3.6496, -1.9436, -7.7756)  -1.091
C (-3.1861, 0.0425, -0.1715)  -0.344
C (-3.3735, 4.1219, 1.0083)  -0.216
C (-2.5311, -1.3523, 2.2435)  -0.336
C (3.8977, -0.5991, -4.8487)  -1.085
C (-2.5428, -2.9934, 4.0207)  -0.178
C (-3.9533, 1.6951, -1.7540)  -0.211
C (-0.6475, 2.8847, 4.2680)  -0.238
C (-0.4144, 0.5043, 4.2393)  -0.201
C (-1.2002, 3.0755, 1.1640)  -0.362
C (-2.9115, 4.9590, 0.0006)  -0.246
C (-3.4374, -4.2130, -0.2321)  -1.129
C (-5.5336, 0.2119, -0.7227)  -0.183
H (4.0554, -3.8362, -4.1513)  0.252
H (-0.2754, -0.4056, 3.6622)  0.241
H (-3.7063, -2.4981, 5.7656)  0.191
H (-4.4369, -0.3173, 4.8583)  0.196
H (5.0755, -3.9494, -5.5999)  0.216
H (4.8921, 3.7767, 1.4809)  0.204
H (-1.4808, -3.1973, 2.1549)  0.229
H (5.6460, -0.1924, -0.1748)  0.106
H (3.2694, -2.7966, -8.3383)  0.217
H (-6.0696, 1.7256, -2.1467)  0.190
H (-1.2249, 5.5027, -1.2129)  0.193
H (4.5999, -0.4729, 1.2292)  0.107
H (5.9955, -1.5125, 0.9432)  0.106
H (0.8262, -1.3737, -6.0180)  0.223
H (-3.6691, 0.4131, 2.6260)  0.215
H (2.9042, 5.5326, 2.8247)  0.208
H (4.8869, -0.2510, -5.1460)  0.220
H (-4.2373, -3.5580, 0.1161)  0.223
H (-0.3256, -4.9471, -0.8073)  0.223
H (-3.3213, -3.3433, -3.3270)  0.206
H (4.4630, 2.1820, 0.8413)  0.240
H (3.1864, -1.0380, -8.1674)  0.220
H (-0.6049, -0.4848, 6.1315)  0.200
H (-3.8766, -4.9659, -0.8933)  0.208
H (1.6958, 5.3612, 1.5402)  0.221
H (3.1948, 0.2226, -5.0012)  0.230
H (5.6904, -2.5359, -3.8431)  0.191
H (-1.2330, -5.2602, -2.2932)  0.206
H (-3.0259, -4.7206, 0.6419)  0.221
H (-3.7334, 2.5211, -2.4211)  0.200
H (0.2867, 3.8232, -0.1508)  0.223
H (0.9066, -3.1414, -6.0646)  0.221
H (4.7258, -1.8761, -7.9374)  0.217
H (3.5710, 1.4850, 3.7782)  0.229
H (-0.0053, -3.9892, -2.2515)  0.224
H (-1.0172, 3.7778, 6.1820)  0.185
H (-2.2096, -3.9492, 4.4105)  0.187
H (2.3420, 2.4706, 4.5677)  0.230
H (3.4624, -4.6750, -5.5924)  0.222
H (-3.7131, -1.8628, -2.4328)  0.233
H (-1.9050, 1.4421, -1.1236)  0.240
H (-0.6637, 3.8295, 3.7343)  0.214
H (1.2679, 4.9814, 3.2062)  0.219
H (-3.5816, 5.6816, -0.4517)  0.191
H (-2.8911, 2.5215, 2.3492)  0.213
H (-4.4052, 4.1881, 1.3367)  0.195
H (1.1046, -2.2875, -4.5298)  0.249
H (6.4095, -1.1637, -2.9459)  0.201
H (-6.5540, -0.1333, -0.5905)  0.185
H (-0.9796, 1.6148, 7.3875)  0.189
H (5.6200, -2.4764, -2.0176)  0.284
H (-4.7143, -1.2061, 0.6630)  0.213
H (-2.1783, -1.9914, -3.2840)  0.226
H (3.9608, 3.1365, 4.2893)  0.205
H (3.8187, 3.6378, 0.0822)  0.219